No. 1
A cluster of 12 separate species, C39H111N15O12 in total at a distorted geometry. Source: the OMol25 dataset; level of theory: ωB97M-V with the def2-TZVPD basis set.

Atoms and positions in Å:
C 0.6068 0.5479 4.5957
C 1.2651 1.5277 5.6213
C 0.3896 1.4413 6.8815
O 0.8189 2.2648 7.9439
C 0.6010 3.6578 7.7615
N 2.6913 1.3360 5.7824
H 0.5416 -0.5158 4.8448
H 1.3207 0.4829 3.7662
H -0.3858 0.9001 4.3243
H 1.0497 2.4858 5.1301
H 0.4645 0.4057 7.2167
H -0.6259 1.8112 6.6898
H -0.4437 3.9213 7.9485
H 0.8404 3.9759 6.7440
H 1.2579 4.1392 8.4799
H 3.1771 2.2240 5.8528
H 3.0348 0.9841 4.8943
C 2.0247 4.2515 -5.0777
C 0.6679 3.5396 -5.3584
C -0.4191 4.5767 -5.0632
O -1.7048 4.0944 -5.5070
C -2.7459 4.7036 -4.7723
N 0.7252 3.1006 -6.7554
H 2.3025 4.9042 -5.8993
H 2.7653 3.4570 -4.9528
H 2.0537 4.6864 -4.0739
H 0.5165 2.7067 -4.6686
H -0.2819 5.4867 -5.6551
H -0.4272 4.7367 -3.9825
H -2.8461 4.1824 -3.8137
H -3.6967 4.6219 -5.2971
H -2.6088 5.7634 -4.5378
H 0.1146 2.2966 -6.8726
H 0.2222 3.8472 -7.2332
C -1.6210 -0.4919 0.9605
C -0.4684 -0.8994 0.0419
C 0.5086 0.1873 -0.3505
O -0.1366 1.2747 -0.9529
C 0.8006 2.1679 -1.5317
N 0.2572 -1.9981 0.7165
H -1.1961 -0.2772 1.9481
H -2.4082 -1.2147 1.1838
H -2.1228 0.4495 0.7221
H -0.8758 -1.2405 -0.9166
H 1.1453 -0.2669 -1.1250
H 1.1314 0.5721 0.4695
H 0.2498 2.9781 -1.9980
H 1.3663 1.5793 -2.2641
H 1.5129 2.4491 -0.7503
H 1.1144 -1.5276 1.0185
H -0.1678 -2.1730 1.6250
C -3.5793 1.0636 3.1912
C -3.8971 0.2282 4.4606
C -5.3554 0.4574 4.7667
O -5.7076 -0.3237 5.9096
C -7.1053 -0.3239 6.1164
N -3.8579 -1.1975 4.1293
H -2.5642 0.7872 2.9059
H -3.6294 2.1352 3.3636
H -4.1446 0.6612 2.3507
H -3.2515 0.4534 5.3142
H -5.9758 0.0915 3.9395
H -5.6409 1.4967 4.9727
H -7.6686 -0.5373 5.2044
H -7.4479 0.7094 6.3064
H -7.3093 -0.8316 7.0533
H -4.4139 -1.7179 4.7925
H -2.9269 -1.5357 3.9225
C 1.4736 -5.9707 1.3687
C 2.7916 -5.5291 0.7544
C 3.1949 -6.4979 -0.3851
O 2.4905 -6.1719 -1.5878
C 2.8017 -7.1181 -2.5937
N 2.6420 -4.1472 0.1900
H 1.4995 -7.0205 1.6758
H 0.6344 -5.7900 0.6963
H 1.2817 -5.4198 2.2913
H 3.5907 -5.4532 1.4995
H 3.0467 -7.5414 -0.0994
H 4.2688 -6.3564 -0.5468
H 3.8171 -7.5070 -2.6538
H 2.3975 -6.7782 -3.5475
H 2.1637 -7.9999 -2.4282
H 1.6958 -3.8085 0.3632
H 2.5206 -4.4563 -0.7698
C -5.3742 -3.0513 -2.8824
C -4.2811 -2.0322 -2.5377
C -4.6649 -0.5638 -2.6674
O -3.5642 0.2026 -2.1397
C -3.8806 1.4943 -1.6662
N -3.8011 -2.2529 -1.1310
H -5.6691 -2.8779 -3.9154
H -6.2301 -2.9569 -2.2161
H -4.9718 -4.0428 -2.6757
H -3.4346 -2.3055 -3.1739
H -5.5818 -0.3828 -2.0970
H -4.7537 -0.0960 -3.6502
H -3.0823 2.2232 -1.8006
H -3.9802 1.4331 -0.5748
H -4.8331 1.8302 -2.0807
H -3.1969 -3.0743 -1.1277
H -3.0853 -1.5298 -1.0157
C -1.9761 0.3599 -5.1209
C -1.0898 -0.8693 -5.1935
C -0.7050 -1.3799 -3.7713
O 0.4479 -2.1793 -3.9503
C 0.7074 -2.9743 -2.7887
N -1.6081 -1.9599 -6.0487
H -1.8931 0.9237 -6.0450
H -1.6531 0.9340 -4.2482
H -2.9865 0.0945 -4.7971
H -0.1905 -0.6459 -5.7763
H -1.5108 -2.0393 -3.4094
H -0.6915 -0.6220 -2.9783
H -0.1205 -3.1559 -2.0955
H 1.2804 -2.3658 -2.0700
H 1.3746 -3.8100 -2.9730
H -2.4379 -2.3104 -5.5688
H -0.9320 -2.7157 -5.9762
C 4.5371 6.4862 4.7470
C 4.5523 5.4338 3.5898
C 3.1636 4.8245 3.4284
O 3.1677 3.8535 2.3978
C 1.9113 3.2159 2.2853
N 5.0216 6.1235 2.4207
H 3.7268 7.1715 4.4903
H 5.4850 7.0184 4.7588
H 4.3969 6.0352 5.7282
H 5.2081 4.6275 3.9290
H 2.4811 5.6271 3.1150
H 2.8102 4.3992 4.3748
H 1.1948 4.0299 2.1334
H 1.6039 2.7382 3.2223
H 1.8054 2.4027 1.5730
H 4.9334 5.5692 1.5718
H 4.3748 6.8823 2.2087
C 7.4489 1.8016 -4.9678
C 6.1679 1.8664 -5.7683
C 5.1242 0.9163 -5.1250
O 3.8827 1.1390 -5.7758
C 2.7952 0.5069 -5.1520
N 5.6714 3.2435 -5.7950
H 8.2552 2.3688 -5.4213
H 7.7398 0.7606 -4.7707
H 7.2838 1.9987 -3.9019
H 6.2663 1.4801 -6.7830
H 5.0841 1.0840 -4.0413
H 5.3875 -0.1443 -5.2162
H 2.6291 0.7180 -4.0873
H 2.9313 -0.5788 -5.1902
H 1.8633 0.8004 -5.6313
H 5.7143 3.7344 -4.9132
H 4.7040 3.1839 -6.0937
C -1.8304 -4.0438 3.4451
O -1.2772 -3.0610 3.9175
N -1.2654 -5.2784 3.2519
N -3.0867 -4.0074 2.8420
H -1.6421 -5.8976 2.5711
H -0.4296 -5.3723 3.8052
H -3.3981 -4.9018 2.5302
H -3.6591 -3.1800 2.8033
C 3.9711 -1.4690 2.0992
O 3.9758 -1.0444 0.9448
N 3.4886 -2.6793 2.5135
N 4.3312 -0.6662 3.1359
H 3.5203 -2.9201 3.4827
H 3.4075 -3.3391 1.7328
H 4.6488 -1.0303 4.0149
H 4.5100 0.3061 2.9490
C -6.0772 -2.7973 1.7114
O -6.5269 -3.0659 2.8324
N -6.3316 -3.5977 0.6555
N -5.1046 -1.8653 1.4821
H -7.0232 -4.3200 0.7272
H -5.9515 -3.3334 -0.2318
H -4.5881 -1.8315 0.5884
H -4.8057 -1.3885 2.3376

Results
SMILES string   COC[C@H](C)N.COC[C@H](C)N.COC[C@H](C)N.COC[C@H](C)N.COC[C@H](C)N.COC[C@H](C)N.COC[C@H](C)N.COC[C@H](C)N.COC[C@H](C)N.NC(N)=O.NC(N)=O.NC(N)=O
LUMO   0.279 eV
Energy above the lowest of the compared OMol25 structures with the same formula, charge and spin   93.44 kcal per mole
Orbital gap   9.07 eV
Largest force on an atom   2.8 eV Å⁻¹
Charge   0
Total energy   -89160.841 eV

No. 2
The ion C5H6N with charge +1 at a distorted geometry. Source: the OMol25 dataset; level of theory: ωB97M-V with the def2-TZVPD basis set.

Atoms and positions in Å:
C 1.7943 -0.4848 -0.2287
C -1.8607 -0.2155 0.0853
C -0.6271 0.1624 0.7248
C -0.7948 0.0004 -0.9328
C 0.3943 -0.3365 -0.1828
N 2.1619 0.5260 0.3637
H 2.2363 -1.3080 -0.5711
H -2.2269 -1.2361 0.2655
H -2.7123 0.5274 0.0701
H -0.6033 0.9851 1.5165
H -0.8335 0.7226 -1.7030
H 3.0719 0.6570 0.5926

Results
LUMO   -5.433 eV
Energy above the lowest of the compared OMol25 structures with the same formula, charge and spin   107.28 kcal per mole
Orbital gap   9.83 eV
Largest force on an atom   7.3 eV Å⁻¹
Charge   +1
Total energy   -6760.525 eV

No. 3
A cluster of 2 separate species, C3H4NO2 in total at a distorted geometry. Source: the OMol25 dataset; level of theory: ωB97M-V with the def2-TZVPD basis set.

Atoms and positions in Å:
C 1.1435 -0.1442 -0.3731
C 2.4809 -1.7385 -0.1467
C -0.3782 -0.5024 -0.3932
N 1.6749 1.0177 -0.5691
O 2.5252 -2.2505 0.9853
O 2.8864 -2.0213 -1.2461
H -1.1029 0.3323 -0.4262
H -0.4888 -1.4437 0.2591
H -0.4604 -1.0190 -1.3667
H 0.9703 1.7355 -0.9626

Results
LUMO   4.246 eV
Energy above the lowest of the compared OMol25 structures with the same formula, charge and spin   45.31 kcal per mole
Orbital gap   7.40 eV
Largest force on an atom   2.8 eV Å⁻¹
Charge   -1
Total energy   -8760.446 eV

No. 4
A cluster of 11 separate species, C41H101O32P5 in total at a distorted geometry. Source: the OMol25 dataset; level of theory: ωB97M-V with the def2-TZVPD basis set.

Atoms and positions in Å:
C -2.3642 1.2690 -5.3236
C -1.3000 2.1097 -5.6782
C -1.5307 3.3895 -6.1440
C -2.8294 3.8194 -6.4167
C -3.8978 2.9890 -6.0909
C -3.6587 1.7366 -5.5362
O -4.7424 0.9611 -5.2406
O -0.4442 4.2117 -6.4078
H -2.2434 0.2482 -4.9968
H -0.3148 1.6559 -5.7202
H -3.0174 4.7643 -6.9119
H -4.9064 3.3100 -6.3129
H -4.5851 0.2500 -4.5522
H -0.6851 5.1243 -6.5802
C 4.3043 1.0234 -0.5020
O 5.5144 1.1084 -1.2451
P 5.6787 0.5177 -2.6985
O 6.9450 0.8850 -3.3172
O 5.4004 -1.0148 -2.4645
C 5.2256 -1.9123 -3.5790
O 4.3629 0.9792 -3.4701
C 4.2676 2.3454 -3.8517
H 3.5168 0.4738 -1.0141
H 3.9694 2.0463 -0.3088
H 4.4972 0.6008 0.4829
H 4.8491 -1.4452 -4.4907
H 4.4147 -2.5880 -3.3065
H 6.1457 -2.4595 -3.7593
H 4.5545 3.0038 -3.0226
H 3.2494 2.5022 -4.1907
H 4.9694 2.6347 -4.6400
C 0.9953 3.0043 -1.4385
O 0.7856 2.3814 -0.1638
P -0.0242 1.0192 -0.0965
O 0.3378 0.0901 -1.1662
O 0.4323 0.5446 1.3214
C 0.2148 -0.7888 1.7660
O -1.5233 1.4674 0.0788
C -2.2403 1.9534 -1.0851
H 1.0843 2.2970 -2.2563
H 1.8697 3.6538 -1.3767
H 0.1788 3.6999 -1.6677
H -0.1752 -1.3923 0.9395
H -0.4802 -0.9496 2.5993
H 1.1713 -1.1894 2.1034
H -3.2969 1.7182 -1.0300
H -1.8496 1.4392 -1.9628
H -2.0648 3.0228 -1.1655
C 3.4580 6.2192 -3.1351
O 2.5882 6.3850 -1.9872
P 2.7590 7.7641 -1.2342
O 2.4241 8.9769 -1.9771
O 1.9206 7.5595 0.0891
C 0.6883 6.8290 0.0959
O 4.2611 7.6956 -0.7346
C 4.7269 8.5661 0.2822
H 3.0194 6.8024 -3.9442
H 3.5338 5.1598 -3.3321
H 4.4212 6.6808 -2.9268
H 0.8511 5.7792 0.3576
H 0.2607 6.8414 -0.9071
H 0.0249 7.2467 0.8452
H 5.4564 9.3165 -0.0286
H 5.2563 7.9505 1.0157
H 3.9447 9.0952 0.8285
C 0.2878 -3.9542 -7.4132
O 0.2700 -2.8634 -6.4829
P 1.6191 -2.0593 -6.2347
O 2.7630 -2.8894 -5.8833
O 1.2932 -0.9489 -5.1843
C 0.8069 -1.2386 -3.8449
O 1.8271 -1.2558 -7.5742
C 0.7384 -0.7164 -8.3096
H -0.6621 -3.9659 -7.9444
H 0.3574 -4.8955 -6.8611
H 1.1273 -3.9421 -8.1091
H 1.5510 -0.8040 -3.1791
H 0.7765 -2.3013 -3.5871
H -0.1676 -0.7862 -3.7370
H 0.4578 -1.4263 -9.0964
H 1.0059 0.2044 -8.8174
H -0.1481 -0.5858 -7.6889
C -2.4232 -1.8710 -0.9301
O -3.3978 -2.6219 -1.6914
P -4.6118 -1.9170 -2.3895
O -4.3491 -0.7017 -3.1702
O -5.6955 -1.6691 -1.2774
C -6.1239 -2.6987 -0.4066
O -5.2593 -3.0822 -3.2360
C -6.1906 -2.7210 -4.2466
H -1.4710 -2.2231 -1.3234
H -2.3845 -2.0563 0.1412
H -2.5829 -0.8000 -1.0050
H -6.1503 -2.3315 0.6145
H -5.4719 -3.5771 -0.4260
H -7.1114 -3.0728 -0.6841
H -5.8195 -3.0392 -5.2276
H -6.2948 -1.6446 -4.4068
H -7.1451 -3.2049 -4.0660
C -3.8324 3.7411 1.8470
O -4.5554 2.6916 1.2680
C -4.3271 1.4550 1.9029
C -5.0083 0.3682 1.0658
O -4.2427 -0.8238 1.0832
C -4.0335 -1.3994 2.3685
H -2.7466 3.5821 1.8236
H -4.1460 3.8404 2.8972
H -4.0521 4.6857 1.3549
H -4.7775 1.4728 2.9022
H -3.2525 1.2432 1.8728
H -5.0727 0.6760 0.0264
H -6.0024 0.1174 1.4574
H -4.8947 -1.3853 3.0462
H -3.1574 -0.8926 2.7743
H -3.8509 -2.4496 2.1402
C 2.9975 2.6793 3.1377
O 1.7925 3.1074 3.8000
C 0.9875 2.0560 4.2632
C 0.0586 2.4449 5.3940
O -0.9865 3.2872 5.0263
C -0.5710 4.5941 4.6676
H 3.5980 2.0356 3.7830
H 3.4777 3.6028 2.8237
H 2.6897 2.1677 2.2121
H 1.5899 1.1741 4.5205
H 0.2662 1.7689 3.4797
H 0.5862 2.8006 6.2967
H -0.3819 1.5239 5.7920
H 0.2063 4.9395 5.3656
H -1.4270 5.2604 4.7125
H -0.0782 4.6237 3.6920
C 4.2664 -1.7104 3.6709
O 3.2875 -2.1692 2.8123
C 3.3385 -3.5401 2.5079
C 2.5089 -3.8646 1.2893
O 3.0601 -3.2619 0.1612
C 2.2014 -3.2483 -0.9389
H 5.3047 -1.8008 3.3361
H 4.1702 -2.0839 4.7027
H 4.1566 -0.6356 3.8520
H 2.8760 -4.0795 3.3531
H 4.3595 -3.9144 2.3707
H 1.4850 -3.5111 1.5218
H 2.3868 -4.9468 1.1315
H 1.2628 -2.7078 -0.7634
H 1.9035 -4.2715 -1.2224
H 2.7509 -2.8326 -1.7774
C -2.8372 -3.4148 5.1549
O -1.8043 -3.0655 4.2461
C -1.1654 -4.1507 3.6309
C -1.5617 -4.2394 2.1665
O -2.8991 -4.6878 2.0835
C -3.0906 -5.3464 0.8504
H -3.4266 -2.5850 5.5210
H -2.3869 -4.0358 5.9370
H -3.5163 -4.0998 4.6256
H -1.3846 -5.1127 4.1083
H -0.0840 -3.9715 3.6850
H -0.8430 -4.8878 1.6529
H -1.5243 -3.2126 1.7829
H -2.8259 -4.6993 0.0098
H -4.1512 -5.5740 0.7628
H -2.5132 -6.2723 0.8574
C 1.0559 -2.1896 5.7562
O 0.5045 -3.1057 6.6624
C 1.2068 -4.2921 6.7646
C 0.5735 -5.3125 7.6880
O 0.2278 -4.8405 8.9619
C 1.3203 -4.6788 9.8108
H 1.7738 -2.6209 5.0456
H 1.6572 -1.5138 6.3861
H 0.3339 -1.5989 5.1977
H 2.2119 -4.0884 7.1726
H 1.3357 -4.7699 5.7815
H 1.2661 -6.1701 7.6909
H -0.3480 -5.7111 7.2516
H 1.7250 -5.6495 10.1299
H 1.0601 -4.1135 10.7041
H 2.1609 -4.1176 9.3790

Results
SMILES string   COP(=O)(OC)OC.COP(=O)(OC)OC.COP(=O)(OC)OC.COP(=O)(OC)OC.COP(=O)(OC)OC.Oc1ccc(O)cc1.COCCOC.COCCOC.COCCOC.COCCOC.COCCOC
LUMO   0.399 eV
Orbital gap   8.14 eV
Largest force on an atom   2.1 eV Å⁻¹
Charge   0
Total energy   -156124.042 eV

No. 5
A structure of composition C26H35F18MgO13 at a distorted geometry. Source: the OMol25 dataset; level of theory: ωB97M-V with the def2-TZVPD basis set.

Atoms and positions in Å:
Mg 2.5754 -1.6013 2.5544
C -0.7871 0.4065 0.2931
C 0.5609 0.4903 0.9714
O 1.0007 -0.6480 1.7050
H -1.5822 0.4868 1.0343
H -0.9177 -0.5664 -0.1807
H -0.9600 1.2746 -0.3430
H 0.6172 1.4544 1.4767
H 1.2907 0.6592 0.1795
C 3.7874 2.1009 -1.4952
C 4.2554 2.0120 -0.1245
O 5.6285 2.4512 -0.1816
C 6.3718 2.4527 0.9603
O 5.9061 2.0102 2.0127
C 7.8127 3.1579 0.8856
F 7.4843 4.4362 1.2091
F 8.5674 2.6065 1.7717
F 8.3009 3.0617 -0.3697
H 3.4559 3.0768 -1.8500
H 3.0547 1.3583 -1.8112
H 4.6716 1.8099 -2.0623
H 4.1777 0.9849 0.2320
H 3.5684 2.5996 0.4845
C -1.4932 -4.0136 -0.4887
C -0.5871 -3.5297 0.6638
O 0.1861 -4.6095 1.0244
C 1.3818 -4.4914 1.5769
O 1.9242 -3.4127 1.6715
C 2.0266 -5.8186 1.9996
F 3.1285 -6.0099 1.3450
F 2.2282 -5.7566 3.3086
F 1.1307 -6.8090 1.8093
H -2.4364 -4.4240 -0.1283
H -0.8283 -4.6894 -1.0265
H -1.7582 -3.1857 -1.1463
H -1.0507 -3.0614 1.5321
H -0.0325 -2.6837 0.2579
C -5.9672 -0.6354 4.8087
C -4.8253 0.0414 4.0491
O -4.4778 1.3447 4.5532
C -3.3451 1.9576 4.2246
O -2.4658 1.5516 3.4425
C -3.2786 3.4627 4.6648
F -4.2334 3.7426 5.5915
F -2.0727 3.8037 5.1269
F -3.5119 4.2401 3.6160
H -6.3243 -1.5684 4.3728
H -6.8396 0.0121 4.7214
H -5.8888 -0.6884 5.8946
H -4.9443 0.1534 2.9714
H -3.8931 -0.5115 4.1649
C 1.9362 -1.9545 -1.7230
C 2.8050 -3.1683 -1.3141
O 3.4038 -3.7448 -2.4744
C 4.2797 -4.7579 -2.4468
O 4.6254 -5.3935 -1.4462
C 4.9720 -4.9099 -3.8165
F 4.6826 -6.1373 -4.3441
F 4.5897 -3.9866 -4.6884
F 6.3042 -4.7881 -3.8034
H 2.4365 -1.2066 -2.3381
H 1.7212 -1.4624 -0.7744
H 1.0007 -2.4104 -2.0471
H 2.2284 -3.9825 -0.8752
H 3.5917 -2.9201 -0.6016
C 0.9857 4.8155 -3.8051
C 0.0032 4.0419 -2.9272
O 0.1304 4.3963 -1.5848
C -0.8553 4.2704 -0.6310
O -1.9958 3.8162 -0.8344
C -0.5111 4.8225 0.7498
F -0.8437 3.8468 1.5839
F 0.8413 5.0436 0.9121
F -1.2316 5.9546 1.0038
H 1.9718 4.8852 -3.3458
H 0.6478 5.8402 -3.9598
H 1.0953 4.3795 -4.7981
H -0.0333 2.9587 -3.0431
H -0.9258 4.3841 -3.3831
C -4.0289 -1.1134 -0.1983
C -3.9787 -1.3706 -1.6712
O -4.3550 -0.1997 -2.4067
C -5.6643 0.0779 -2.5143
O -6.5215 -0.7807 -2.4229
C -5.9956 1.4670 -2.9796
F -4.9944 2.2636 -2.8084
F -6.2685 1.4027 -4.3259
F -7.0867 1.8659 -2.3357
H -3.4743 -0.1786 -0.1165
H -3.4900 -1.8416 0.4079
H -5.0416 -1.0243 0.1949
H -4.5851 -2.2293 -1.9591
H -2.9647 -1.4578 -2.0616

Results
LUMO   -6.365 eV
Energy above the lowest of the compared OMol25 structures with the same formula, charge and spin   150.44 kcal per mole
Orbital gap   6.29 eV
Largest force on an atom   4.7 eV Å⁻¹
Charge   +1
Total energy   -108498.608 eV

No. 6
The ion C3H8O3PS with charge -1 at a distorted geometry. Source: the OMol25 dataset; level of theory: ωB97M-V with the def2-TZVPD basis set.

Atoms and positions in Å:
C -1.7536 -1.1907 0.8671
C -1.2073 0.1584 1.3718
C 0.1632 0.4034 0.7216
O 2.3313 2.3352 -0.7293
O 2.1852 1.1679 -2.8456
O 3.3966 0.0308 -0.9987
P 0.4024 0.0503 -0.9371
S 2.3998 1.0563 -1.4272
H -2.7948 -1.4572 1.2729
H -1.1650 -1.9712 1.3367
H -1.6469 -1.2035 -0.1673
H -1.9370 0.8437 0.9988
H -1.2083 0.5216 2.4381
H 0.9893 0.1110 1.3555
H 0.6612 -1.1743 -1.6617
H -0.8161 0.3183 -1.5957

Results
SMILES string   CCC=[PH2]S(=O)(=O)[O-]
LUMO   3.703 eV
Energy above the lowest of the compared OMol25 structures with the same formula, charge and spin   119.95 kcal per mole
Orbital gap   7.10 eV
Largest force on an atom   4.8 eV Å⁻¹
Charge   -1
Total energy   -29505.990 eV

Q: What is the formula in the first record?
A: C39H111N15O12

Q: Which formula does entry 5 have?
A: C26H35F18MgO13